Entry 1:
{
  "formula": "C19H16N6O",
  "method": "ωB97M-V/def2-TZVPD",
  "species": ["O", "N", "N", "N", "N", "N", "N", "C", "C", "C", "C", "C", "C", "C", "C", "C", "C", "C", "C", "C", "C", "C", "C", "C", "C", "C", "H", "H", "H", "H", "H", "H", "H", "H", "H", "H", "H", "H", "H", "H", "H", "H"],
  "positions_angstrom": [[-1.015, 2.765, -3.174], [-0.689, 1.303, -1.480], [0.693, 3.856, 0.697], [0.630, 2.754, 1.502], [0.509, -4.528, -2.274], [-1.260, -1.354, -2.262], [-1.574, -0.695, -3.400], [0.809, -5.503, -0.099], [0.720, 1.697, 3.744], [1.408, 3.022, 5.693], [0.885, 2.818, 2.865], [1.008, -5.461, -1.472], [-1.188, -1.416, -4.499], [-0.432, -3.442, -0.314], [-0.723, -2.484, -2.602], [0.136, -4.414, 0.484], [-0.616, -2.561, -4.055], [-1.145, 1.619, -2.760], [0.235, 3.488, -0.485], [0.972, 1.801, 5.137], [1.272, 4.027, 3.496], [-2.113, 0.663, -3.470], [-0.195, -3.502, -1.679], [1.538, 4.135, 4.845], [0.068, 1.685, 0.813], [-0.180, 2.107, -0.451], [0.426, 0.726, 3.333], [-0.817, 0.303, -1.237], [-0.192, 0.756, 1.294], [-0.977, -2.618, 0.123], [0.166, 4.181, -1.339], [-2.213, 1.024, -4.511], [0.028, -4.415, 1.529], [1.655, 3.151, 6.735], [1.527, -6.286, -1.976], [1.396, 4.956, 2.941], [1.856, 5.088, 5.232], [-3.102, 0.712, -3.047], [0.902, 0.933, 5.750], [-1.400, -1.163, -5.512], [1.209, -6.319, 0.505], [-0.218, -3.407, -4.622]],
  "relative_energy_ev": 0.0000,
  "smiles": "O=C(Cn1ccc(-c2ccccn2)n1)Nc1cnn(-c2ccccc2)c1"
}

Entry 2:
{
  "formula": "C19H17AuClIN4O5S2",
  "method": "ωB97M-V/def2-TZVPD",
  "species": ["Au", "I", "Cl", "S", "S", "O", "O", "O", "O", "O", "N", "N", "N", "N", "C", "C", "C", "C", "C", "C", "C", "C", "C", "C", "C", "C", "C", "C", "C", "C", "C", "C", "C", "H", "H", "H", "H", "H", "H", "H", "H", "H", "H", "H", "H", "H", "H", "H", "H", "H"],
  "positions_angstrom": [[-0.279, -0.276, 0.214], [-4.980, 3.670, 0.297], [-2.052, -0.242, -3.375], [0.834, 1.327, -0.966], [3.768, 1.314, -1.586], [-1.775, 1.129, -3.012], [-1.531, -0.536, -4.673], [-1.200, -1.829, 1.083], [-3.475, -0.481, -3.321], [-1.419, -1.118, -2.378], [1.518, -1.084, 0.453], [2.594, -0.609, -0.288], [-2.072, 0.628, 0.068], [-3.102, 0.011, -0.519], [1.765, -2.044, 1.302], [1.849, -0.459, -4.168], [3.110, 0.085, -3.969], [1.277, -3.162, 3.429], [2.372, 0.510, -0.876], [-3.807, 2.005, 0.034], [4.238, -0.651, -4.321], [-0.615, -2.383, 2.127], [3.150, -2.622, 1.306], [1.709, -1.727, -4.717], [0.441, -3.645, 4.404], [-1.456, -2.915, 3.118], [0.786, -2.529, 2.268], [-4.159, 0.819, -0.584], [-2.480, 1.842, 0.422], [3.236, 1.436, -3.332], [-0.941, -3.532, 4.231], [4.101, -1.914, -4.873], [2.834, -2.455, -5.070], [-5.060, 0.516, -1.087], [5.226, -0.235, -4.158], [-2.523, -2.814, 2.971], [-1.818, 2.525, 0.926], [-1.614, -3.923, 4.983], [-2.931, -0.853, -1.033], [2.729, -3.441, -5.502], [2.344, -3.247, 3.574], [3.149, -3.616, 1.739], [3.822, -1.979, 1.879], [4.982, -2.478, -5.152], [0.716, -2.129, -4.867], [2.303, 1.994, -3.388], [0.850, -4.108, 5.291], [4.018, 2.043, -3.789], [0.964, 0.104, -3.908], [3.536, -2.652, 0.291]],
  "relative_energy_ev": 0.0000
}

Entry 3:
{
  "formula": "C19H17CdF5N2",
  "method": "ωB97M-V/def2-TZVPD",
  "species": ["Cd", "F", "F", "F", "F", "F", "N", "N", "C", "C", "C", "C", "C", "C", "C", "C", "C", "C", "C", "C", "C", "C", "C", "C", "C", "C", "C", "H", "H", "H", "H", "H", "H", "H", "H", "H", "H", "H", "H", "H", "H", "H", "H", "H"],
  "positions_angstrom": [[0.066, -0.892, -0.655], [4.883, -1.260, 2.329], [3.536, -1.338, 4.730], [-0.561, -0.766, 2.414], [0.786, -1.169, 4.729], [3.552, -0.994, 0.000], [0.367, 1.548, -0.237], [-2.025, 0.281, -0.026], [1.438, -1.010, 1.135], [0.788, -0.990, 2.352], [0.658, -2.540, -3.022], [-0.504, 3.640, 0.554], [-3.137, 2.221, 0.842], [-4.299, 0.117, 0.739], [1.835, 3.426, 0.081], [2.816, -1.082, 1.157], [0.762, 4.213, 0.494], [1.470, -1.130, 3.571], [-1.984, 1.588, 0.332], [-4.296, 1.478, 1.062], [-0.680, 2.289, 0.202], [1.594, 2.098, -0.280], [1.897, -1.845, -2.405], [3.538, -1.193, 2.359], [2.859, -1.227, 3.570], [-3.144, -0.429, 0.166], [-1.001, -2.794, -0.339], [2.797, -2.429, -2.663], [-0.276, -3.607, -0.375], [-3.093, -1.476, -0.130], [1.902, -1.814, -1.305], [2.038, -0.843, -2.824], [0.903, 5.257, 0.775], [2.414, 1.452, -0.614], [-0.222, -1.903, -3.059], [-1.745, -2.921, -1.124], [-1.490, -2.795, 0.633], [0.415, -3.458, -2.490], [-3.091, 3.287, 1.070], [-1.378, 4.206, 0.863], [-5.154, -0.528, 0.916], [2.855, 3.813, 0.027], [-5.184, 1.952, 1.479], [0.888, -2.828, -4.056]],
  "total_energy_ha": -1510.68891
}

Entry 4:
{
  "formula": "C19H17Cl2N3O3",
  "method": "ωB97M-V/def2-TZVPD",
  "species": ["Cl", "Cl", "O", "O", "O", "N", "N", "N", "C", "C", "C", "C", "C", "C", "C", "C", "C", "C", "C", "C", "C", "C", "C", "C", "C", "C", "C", "H", "H", "H", "H", "H", "H", "H", "H", "H", "H", "H", "H", "H", "H", "H", "H", "H"],
  "positions_angstrom": [[-2.375, -0.507, -2.005], [-2.757, -5.779, 0.232], [1.260, 2.163, 1.405], [3.369, 0.412, 0.491], [1.946, 4.259, 1.518], [-2.795, -0.429, 1.527], [-2.585, -4.341, -3.455], [-2.454, 0.770, 1.835], [2.037, 0.065, 0.443], [-2.409, -2.261, -2.125], [-1.949, -1.310, 0.876], [0.708, 4.794, 1.078], [-2.477, -3.118, -0.964], [1.685, 3.498, -0.758], [2.107, 3.118, 0.663], [-2.357, -2.668, 0.458], [4.073, -0.391, 1.540], [1.027, 0.903, 0.923], [0.472, 4.441, -0.402], [-0.650, -0.825, 0.504], [1.623, -1.096, -0.214], [-2.536, -2.957, -3.311], [-2.518, -4.536, -1.032], [-2.551, -5.084, -2.357], [0.336, -1.531, -0.096], [-1.294, 1.281, 1.462], [-0.288, 0.488, 0.975], [0.373, 5.240, -1.155], [-2.441, -6.134, -2.389], [0.829, 5.874, 1.177], [0.133, -2.582, -0.390], [1.323, 2.614, -1.335], [2.481, 4.021, -1.294], [2.268, -1.728, -0.595], [-3.342, -2.945, 0.890], [3.044, 2.669, 0.623], [-1.693, -3.268, 0.987], [-2.647, -2.383, -4.232], [-0.406, 3.922, -0.481], [4.827, 0.252, 1.885], [4.371, -1.325, 1.080], [-1.123, 2.306, 1.820], [-0.117, 4.515, 1.780], [3.474, -0.405, 2.421]],
  "relative_energy_ev": 6.3500,
  "smiles": "COc1ccc2c(Cc3c(Cl)cncc3Cl)nncc2c1O[C@H]1CCCO1"
}